No. 1
Entry from the Open Molecules 2025 dataset: a molecular structure, C18H14N3PdS2 (ωB97M-V/def2-TZVPD).

Its LUMO energy is 2.7 eV. Its charge is -1. Its molar mass is 442.9 g/mol. For the energy above the lowest of the compared OMol25 structures with the same formula, charge and spin, the calculation gives 5.3 kcal per mole. The highest occupied orbital energy is -4.0 eV. The total energy comes out at -1782.87625 a.u. As for the HOMO-LUMO gap: 0.2481 Ha.

Positions of all 38 atoms, in Å:
S (0.15, -1.50, -1.45)
H (-0.49, -2.93, 4.12)
H (2.12, 5.21, -3.44)
H (1.69, -6.05, -2.22)
C (0.09, -5.99, -0.78)
C (0.95, 3.81, -2.32)
H (1.21, -2.06, 2.57)
H (-0.58, -1.52, 5.21)
C (0.99, -4.05, -1.87)
C (0.10, -3.23, -1.17)
C (0.99, -5.42, -1.67)
C (-0.07, 3.61, -1.37)
H (-1.48, 4.61, -0.10)
N (-2.26, 0.30, 2.04)
C (0.70, 6.19, -2.16)
H (-0.80, 6.89, -0.79)
C (-0.81, -3.80, -0.27)
S (-1.95, -2.79, 0.58)
H (1.43, 2.94, -2.74)
H (-1.51, -5.62, 0.61)
Pd (-1.35, -0.63, -0.03)
H (-2.01, -2.04, 4.28)
C (-0.93, -1.94, 4.26)
N (1.41, 8.57, -2.87)
C (-0.80, -5.19, -0.09)
C (1.10, 7.51, -2.56)
C (0.85, -1.04, 2.74)
H (1.46, -0.56, 3.51)
C (-0.31, 6.02, -1.21)
C (-0.46, 2.31, -0.97)
H (0.93, -0.50, 1.80)
N (-0.55, -1.10, 3.15)
H (1.68, -3.60, -2.57)
C (1.33, 5.07, -2.71)
C (-1.44, -0.35, 2.55)
C (-0.79, 1.19, -0.63)
H (0.08, -7.06, -0.62)
C (-0.69, 4.75, -0.83)

---

No. 2
Entry from the Open Molecules 2025 dataset: a molecular structure, C18H15AlBrN4O2S2 (ωB97M-V/def2-TZVPD).

Its LUMO energy is -2.7 eV. Its charge is +1. Its molar mass is 490.4 g/mol. For the energy above the lowest of the compared OMol25 structures with the same formula, charge and spin, the calculation gives 2.6 kcal per mole. The highest occupied orbital energy is -11.2 eV. The total energy comes out at -4677.24795 a.u. As for the HOMO-LUMO gap: 0.3127 Ha.

Positions of all 43 atoms, in Å:
C (0.25, 1.45, 1.58)
H (3.09, -3.91, -0.64)
C (0.90, 1.43, -3.93)
C (0.39, -2.70, -0.76)
H (-0.21, 2.95, -2.91)
H (-1.96, -1.00, 1.97)
C (0.84, 0.44, -2.83)
C (0.03, -3.87, -1.30)
S (4.16, -1.83, 0.12)
N (-0.62, -1.73, -0.71)
H (0.45, -0.34, 2.90)
C (2.88, -2.89, -0.35)
C (-1.38, -0.14, 1.68)
H (-2.80, 1.01, 0.38)
C (0.31, 2.68, -3.82)
H (2.02, 0.10, -5.17)
O (1.31, -0.68, -2.91)
C (1.04, 3.22, -6.03)
H (0.63, -4.76, -1.47)
H (-3.65, -1.81, -1.87)
C (1.71, -2.25, -0.32)
H (2.68, 1.41, 0.73)
C (3.02, -0.55, 0.31)
N (3.39, 0.69, 0.67)
C (0.37, 3.58, -4.87)
C (-1.81, 0.88, 0.78)
C (-0.12, 0.21, 2.16)
H (1.07, 2.08, 1.91)
C (1.57, 1.08, -5.10)
C (-0.81, 1.88, 0.75)
H (4.35, 0.95, 0.73)
C (1.64, 1.98, -6.16)
N (-2.84, -1.45, -1.39)
Br (1.14, 4.45, -7.46)
S (-1.62, -3.82, -1.79)
H (-0.09, 4.56, -4.79)
Al (0.07, 0.04, -0.19)
O (0.27, 0.89, -1.71)
C (-1.73, -2.18, -1.26)
H (2.16, 1.72, -7.07)
H (-2.85, -0.51, -1.05)
H (-0.87, 2.82, 0.23)
N (1.77, -0.92, 0.09)

---

No. 3
Entry from the Open Molecules 2025 dataset: a molecular structure, C18H15AsNO6S5SbTc (ωB97M-V/def2-TZVPD).

Its LUMO energy (spin up / spin down) is 4.3 / 3.7 eV. Its charge is -2. Its molar mass is 796.3 g/mol. The highest occupied orbital energy (spin up / spin down) is -1.5 / -1.8 eV. The total energy comes out at -5749.04271 a.u. Its multiplicity is 4. As for the HOMO-LUMO gap (spin up / spin down): 0.2125 / 0.2020 Ha. As for the expectation value of S²: 3.780.

Positions of all 48 atoms, in Å:
C (2.00, -0.19, 5.17)
H (2.10, -0.41, 6.23)
C (-0.63, -0.84, -3.55)
C (-0.36, -1.04, -4.89)
C (-3.52, 0.31, 2.03)
C (2.96, 0.37, 3.07)
O (-1.53, -2.78, -0.37)
H (-2.86, 1.68, 0.54)
C (-1.08, -1.89, -2.77)
H (-0.33, -2.46, -6.48)
H (-4.56, 0.41, 1.75)
C (3.12, 0.09, 4.41)
H (4.10, 0.11, 4.86)
C (1.70, 0.35, 2.47)
S (4.54, 4.50, -2.94)
As (-0.25, 0.83, -2.68)
S (4.11, 2.36, 0.09)
O (-0.17, 1.81, -4.19)
C (-0.82, 0.09, 2.70)
Tc (0.01, 1.30, -0.04)
C (-1.30, -3.14, -3.32)
H (3.82, 0.63, 2.46)
N (1.66, 0.59, 1.06)
C (-1.18, 0.89, 1.60)
Sb (3.15, 2.89, -1.97)
H (-1.66, -3.92, -2.66)
C (0.56, 0.07, 3.23)
S (-1.40, -1.51, -1.05)
S (0.92, 4.17, -1.55)
H (1.75, -0.30, 0.57)
C (-0.57, -2.30, -5.44)
H (0.01, 2.72, -3.91)
C (0.75, -0.18, 4.59)
H (-3.86, -1.20, 3.52)
C (-2.55, 1.02, 1.34)
H (-1.19, -4.32, -5.10)
H (-1.50, -1.37, 4.12)
C (-1.04, -3.35, -4.66)
O (-1.28, 1.67, -1.71)
S (0.44, 3.56, 0.31)
O (-2.59, -0.69, -1.09)
H (2.52, 1.15, 0.81)
O (1.25, 0.92, -2.04)
O (-0.17, -0.80, -0.64)
H (-0.11, -0.34, 5.23)
C (-1.80, -0.66, 3.36)
H (0.01, -0.22, -5.48)
C (-3.13, -0.58, 3.02)

---

No. 4
Entry from the Open Molecules 2025 dataset: a molecular structure, C18H15BF7MoN2OS2 (ωB97M-V/def2-TZVPD).

Its LUMO energy (spin up / spin down) is -4.4 / -4.8 eV. Its charge is +1. Its molar mass is 579.2 g/mol. For the energy above the lowest of the compared OMol25 structures with the same formula, charge and spin, the calculation gives 2.5 kcal per mole. The highest occupied orbital energy (spin up / spin down) is -11.8 / -12.1 eV. The total energy comes out at -2468.02156 a.u. Its multiplicity is 3. As for the HOMO-LUMO gap (spin up / spin down): 0.2739 / 0.2668 Ha. As for the expectation value of S²: 2.020.

Positions of all 47 atoms, in Å:
C (-0.50, 2.20, -0.47)
F (-2.99, -1.56, 0.02)
C (-3.67, -1.77, 1.20)
H (1.39, 3.21, -0.31)
F (-7.03, -1.68, 2.44)
C (-2.44, 3.62, -0.59)
H (-2.06, 5.73, -0.54)
H (3.78, -2.25, -2.22)
S (1.58, -2.05, -0.24)
C (-3.63, -2.33, 3.49)
H (4.38, 2.69, -1.95)
F (-2.01, -4.22, -2.06)
C (2.13, -0.39, -0.34)
N (1.40, 0.75, -0.34)
C (4.01, 1.15, -0.51)
F (-2.99, -2.67, 4.60)
O (-0.76, -0.13, -0.54)
H (0.39, 5.47, -0.36)
H (4.02, -2.10, 0.32)
H (4.49, 1.07, -2.62)
H (-2.52, 1.48, -0.63)
C (-0.24, 4.59, -0.42)
H (2.90, 1.77, -2.26)
C (4.40, -1.33, -0.35)
C (-5.01, -2.18, 3.54)
C (4.69, -1.90, -1.73)
H (5.04, 1.07, -0.17)
C (0.32, 3.33, -0.39)
F (-5.69, -1.27, 0.10)
S (-1.17, -2.31, 2.27)
C (-1.62, 4.74, -0.52)
C (-5.72, -1.82, 2.40)
C (0.11, 0.86, -0.44)
C (3.94, 1.69, -1.92)
H (-3.51, 3.73, -0.67)
H (5.30, -0.93, 0.11)
F (-0.65, -4.48, -0.21)
H (3.48, 1.80, 0.19)
C (-2.93, -2.12, 2.31)
H (5.17, -1.16, -2.37)
Mo (-0.72, -1.96, 0.03)
F (-5.66, -2.38, 4.67)
N (3.44, -0.21, -0.38)
C (-1.88, 2.35, -0.57)
C (-5.04, -1.62, 1.20)
H (5.37, -2.75, -1.64)
B (-1.27, -3.71, -1.13)

---

No. 5
Entry from the Open Molecules 2025 dataset: a molecular structure, C18H15Br2NO5OsSTe (ωB97M-V/def2-TZVPD).

Its LUMO energy (spin up / spin down) is -2.1 / -2.2 eV. Its charge is 0. Its molar mass is 835.0 g/mol. For the energy above the lowest of the compared OMol25 structures with the same formula, charge and spin, the calculation gives 0.0 kcal per mole. The highest occupied orbital energy (spin up / spin down) is -8.6 / -8.5 eV. The total energy comes out at -7030.81702 a.u. As for the HOMO-LUMO gap (spin up / spin down): 0.2398 / 0.2326 Ha.

Positions of all 44 atoms, in Å:
C (-1.80, 1.95, 0.94)
H (-1.30, 2.85, 1.29)
O (-3.26, -3.63, -2.28)
C (1.11, 3.74, -1.76)
H (3.74, 1.11, 0.08)
C (-0.82, -1.69, 1.53)
N (0.53, -0.32, -1.50)
O (-1.22, 1.10, -2.79)
Te (-2.85, -0.81, -0.53)
C (0.78, 1.02, -1.55)
C (1.93, 1.59, -0.99)
H (2.10, -1.04, 4.21)
Br (3.55, 3.88, -0.35)
C (-0.19, 1.77, -2.27)
H (0.13, 1.83, 2.80)
C (-1.45, -0.56, 1.02)
H (1.18, -2.18, -0.94)
H (3.29, -1.32, 0.08)
C (-1.13, 0.72, 1.48)
H (1.22, 4.81, -1.84)
C (1.58, -0.10, 4.02)
Br (-1.28, 4.18, -3.25)
H (-2.25, -3.25, 1.11)
S (-2.45, -3.08, -3.34)
H (-0.90, -3.24, 0.00)
H (-2.84, 2.01, 1.26)
C (0.17, -1.52, 2.49)
C (1.42, -1.12, -0.95)
O (-0.99, -2.73, -2.70)
O (-2.28, -3.84, -4.53)
H (-0.68, -3.83, 1.67)
C (2.05, 3.00, -1.10)
C (-0.14, 0.84, 2.44)
H (2.32, 0.64, 3.71)
C (2.60, -0.63, -0.37)
H (0.67, -2.40, 2.89)
H (1.14, 0.25, 4.95)
Os (-1.23, -0.85, -2.45)
O (-2.80, -1.60, -3.60)
H (-1.80, 1.97, -0.16)
C (0.52, -0.27, 2.96)
C (2.84, 0.72, -0.37)
C (-1.18, -3.08, 1.06)
C (-0.01, 3.13, -2.35)

---

No. 6
Entry from the Open Molecules 2025 dataset: a molecular structure, C18H15BrN5PtS (ωB97M-V/def2-TZVPD).

Its LUMO energy is -3.7 eV. Its charge is +1. Its molar mass is 608.4 g/mol. For the energy above the lowest of the compared OMol25 structures with the same formula, charge and spin, the calculation gives 0.0 kcal per mole. The highest occupied orbital energy is -11.0 eV. The total energy comes out at -4060.09206 a.u. As for the HOMO-LUMO gap: 0.2689 Ha.

Positions of all 41 atoms, in Å:
H (2.27, -3.16, -2.97)
H (-4.36, -0.62, -1.53)
C (-0.17, -5.96, -1.93)
C (0.36, 2.16, 2.21)
S (-2.18, 0.48, -0.31)
H (-3.79, -2.16, -2.12)
C (1.59, -3.95, -2.67)
C (0.92, 4.45, 1.94)
N (-3.62, -1.29, -1.65)
C (3.01, -0.16, 0.81)
H (-0.87, -4.59, -0.44)
C (1.59, -5.15, -3.36)
C (0.71, -6.16, -2.99)
C (4.25, -2.16, 0.44)
C (0.60, 3.39, 2.78)
H (2.27, -5.30, -4.19)
C (0.73, -2.44, -0.91)
N (-1.50, -1.99, -1.31)
N (1.94, -0.68, 0.22)
Pt (0.03, 0.09, 0.09)
H (0.76, 2.78, -0.98)
Br (1.26, 6.14, 2.66)
H (5.16, -2.74, 0.53)
C (-2.40, -1.05, -1.14)
C (0.73, 2.98, 0.09)
C (1.98, -1.93, -0.29)
C (0.99, 4.25, 0.57)
H (5.05, -0.41, 1.42)
N (0.42, 1.95, 0.89)
N (-0.29, -1.65, -0.78)
H (2.91, 0.84, 1.19)
H (1.23, 5.05, -0.10)
C (0.70, -3.74, -1.62)
H (-0.86, -6.74, -1.64)
H (0.53, 3.52, 3.85)
C (3.13, -2.70, -0.18)
C (4.20, -0.87, 0.93)
H (0.09, 1.31, 2.82)
H (3.13, -3.70, -0.57)
H (0.71, -7.10, -3.52)
C (-0.18, -4.75, -1.25)